The following is a quantum chemistry calculation of a 11-piece molecular cluster, C32H93N15O11 overall in a non-equilibrium geometry, from OMol25.

For the LUMO energy, the calculation gives 0.58 eV. The orbital gap is 0.33208 hartree. The calculation puts the energy relative to the best compared isomer or geometry (same formula, charge and spin) at 6.400 eV. Its total charge is 0. The calculation puts the total energy at -2923.84861 Eh.

Each atom is followed by the atoms it is bonded to, with distances in Å.
Atoms and positions in Å:
1 C -0.472 0.545 -5.151  O2 1.424, H7 1.090, H8 1.090, H9 1.090
2 O -1.221 1.756 -5.178  C1 1.424, C3 1.408
3 C -1.921 1.998 -3.981  O2 1.408, C4 1.599, H10 1.090, H11 1.090
4 C -2.887 3.262 -4.135  C3 1.599, C5 1.497, N6 1.425, H12 1.090
5 C -3.445 3.628 -2.795  C4 1.497, H13 1.090, H14 1.090, H15 1.090
6 N -3.955 3.065 -5.058  C4 1.425, H16 1.010, H17 1.010
7 H -0.451 0.324 -6.218  C1 1.090
8 H -0.905 -0.341 -4.687  C1 1.090
9 H 0.533 0.794 -4.810  C1 1.090
10 H -2.375 1.059 -3.663  C3 1.090
11 H -1.146 2.172 -3.235  C3 1.090
12 H -2.295 4.089 -4.526  C4 1.090
13 H -3.922 4.608 -2.827  C5 1.090
14 H -2.689 3.704 -2.015  C5 1.090
15 H -3.969 2.766 -2.382  C5 1.090
16 H -4.309 4.007 -5.134  N6 1.010
17 H -3.568 2.898 -5.976  N6 1.010
18 C -3.849 4.334 3.214  O19 1.358, H24 1.090, H25 1.090, H26 1.090
19 O -3.440 3.469 2.249  C18 1.358, C20 1.457
20 C -2.674 2.295 2.645  O19 1.457, C21 1.521, H27 1.090, H28 1.090
21 C -2.238 1.760 1.289  C20 1.521, C22 1.481, N23 1.479, H29 1.090
22 C -3.386 1.342 0.454  C21 1.481, H30 1.090, H31 1.090, H32 1.090
23 N -1.342 0.626 1.601  C21 1.479, H33 1.010, H34 1.010
24 H -4.584 4.958 2.705  C18 1.090
25 H -3.000 4.905 3.589  C18 1.090
26 H -4.392 3.902 4.055  C18 1.090
27 H -1.865 2.489 3.348  C20 1.090
28 H -3.361 1.691 3.238  C20 1.090
29 H -1.646 2.557 0.839  C21 1.090
30 H -3.782 2.259 0.018  C22 1.090
31 H -4.200 0.853 0.990  C22 1.090
32 H -3.138 0.476 -0.161  C22 1.090
33 H -1.999 -0.089 1.881  N23 1.010
34 H -0.788 0.782 2.431  N23 1.010
35 C 3.653 -2.015 0.618  O36 1.405, H41 1.090, H42 1.090, H43 1.090
36 O 4.833 -2.292 1.330  C35 1.405, C37 1.437
37 C 5.026 -1.316 2.367  O36 1.437, C38 1.569, H44 1.090, H45 1.090
38 C 6.556 -1.066 2.610  C37 1.569, C39 1.463, N40 1.463, H46 1.090
39 C 7.198 -0.779 1.327  C38 1.463, H47 1.090, H48 1.090, H49 1.090
40 N 7.144 -2.122 3.433  C38 1.463, H50 1.010, H51 1.010
41 H 3.447 -1.037 0.182  C35 1.090
42 H 2.714 -2.301 1.091  C35 1.090
43 H 3.811 -2.460 -0.364  C35 1.090
44 H 4.617 -0.321 2.195  C37 1.090
45 H 4.718 -1.508 3.395  C37 1.090
46 H 6.699 -0.113 3.120  C38 1.090
47 H 6.570 -0.306 0.573  C39 1.090
48 H 7.631 -1.644 0.824  C39 1.090
49 H 8.098 -0.168 1.398  C39 1.090
50 H 6.911 -2.072 4.414  N40 1.010
51 H 6.654 -2.924 3.063  N40 1.010
52 C -0.396 6.388 -4.183  O53 1.395, H58 1.090, H59 1.090, H60 1.090
53 O -0.360 5.288 -3.327  C52 1.395, C54 1.473
54 C -0.106 5.549 -1.900  O53 1.473, C55 1.551, H61 1.090, H62 1.090
55 C 0.194 4.195 -1.204  C54 1.551, C56 1.488, N57 1.512, H63 1.090
56 C 0.505 4.287 0.248  C55 1.488, H64 1.090, H65 1.090, H66 1.090
57 N 1.261 3.385 -1.904  C55 1.512, H67 1.010, H68 1.010
58 H 0.618 6.759 -4.330  C52 1.090
59 H -1.120 7.026 -3.676  C52 1.090
60 H -0.882 6.174 -5.136  C52 1.090
61 H 0.794 6.146 -1.753  C54 1.090
62 H -0.966 6.025 -1.430  C54 1.090
63 H -0.713 3.639 -1.441  C55 1.090
64 H -0.383 4.665 0.755  C56 1.090
65 H 1.212 5.109 0.355  C56 1.090
66 H 0.643 3.336 0.762  C56 1.090
67 H 1.003 3.249 -2.871  N57 1.010
68 H 2.020 4.038 -2.035  N57 1.010
69 C 0.966 -2.748 7.457  O70 1.417, H75 1.090, H76 1.090, H77 1.090
70 O 1.016 -2.351 6.098  C69 1.417, C71 1.446
71 C 0.517 -1.011 5.886  O70 1.446, C72 1.569, H78 1.090, H79 1.090
72 C 0.220 -0.857 4.352  C71 1.569, C73 1.536, N74 1.470, H80 1.090
73 C 1.390 -1.326 3.474  C72 1.536, H81 1.090, H82 1.090, H83 1.090
74 N 0.167 0.547 3.920  C72 1.470, H84 1.010, H85 1.010
75 H -0.083 -2.574 7.696  C69 1.090
76 H 1.639 -2.152 8.074  C69 1.090
77 H 1.133 -3.812 7.626  C69 1.090
78 H -0.458 -0.901 6.362  C71 1.090
79 H 1.253 -0.282 6.225  C71 1.090
80 H -0.738 -1.352 4.191  C72 1.090
81 H 1.076 -1.173 2.442  C73 1.090
82 H 1.676 -2.360 3.666  C73 1.090
83 H 2.284 -0.704 3.517  C73 1.090
84 H 1.027 1.074 3.948  N74 1.010
85 H -0.477 1.020 4.538  N74 1.010
86 C -4.639 -1.301 3.725  O87 1.440, H92 1.090, H93 1.090, H94 1.090
87 O -3.781 -1.655 2.624  C86 1.440, C88 1.470
88 C -2.813 -2.735 2.860  O87 1.470, C89 1.553, H95 1.090, H96 1.090
89 C -1.989 -3.008 1.573  C88 1.553, C90 1.533, N91 1.444, H97 1.090
90 C -2.848 -3.134 0.309  C89 1.533, H98 1.090, H99 1.090, H100 1.090
91 N -1.293 -4.274 1.599  C89 1.444, H101 1.010, H102 1.010
92 H -5.360 -2.044 4.066  C86 1.090
93 H -5.025 -0.315 3.469  C86 1.090
94 H -4.010 -1.160 4.604  C86 1.090
95 H -2.150 -2.664 3.722  C88 1.090
96 H -3.405 -3.630 3.051  C88 1.090
97 H -1.157 -2.305 1.560  C89 1.090
98 H -2.471 -3.666 -0.564  C90 1.090
99 H -3.029 -2.079 0.104  C90 1.090
100 H -3.799 -3.653 0.432  C90 1.090
101 H -1.952 -5.026 1.457  N91 1.010
102 H -0.684 -4.354 0.797  N91 1.010
103 C -5.257 -5.036 -2.421  O104 1.439, H109 1.090, H110 1.090, H111 1.090
104 O -4.112 -4.175 -2.285  C103 1.439, C105 1.405
105 C -3.680 -3.882 -3.590  O104 1.405, C106 1.548, H112 1.090, H113 1.090
106 C -2.305 -3.173 -3.563  C105 1.548, C107 1.535, N108 1.449, H114 1.090
107 C -2.407 -1.781 -2.924  C106 1.535, H115 1.090, H116 1.090, H117 1.090
108 N -1.718 -3.019 -4.879  C106 1.449, H118 1.010, H119 1.010
109 H -6.196 -4.616 -2.783  C103 1.090
110 H -5.526 -5.237 -1.384  C103 1.090
111 H -5.055 -5.934 -3.004  C103 1.090
112 H -3.592 -4.769 -4.217  C105 1.090
113 H -4.399 -3.292 -4.159  C105 1.090
114 H -1.641 -3.739 -2.909  C106 1.090
115 H -1.410 -1.380 -2.743  C107 1.090
116 H -2.946 -1.791 -1.977  C107 1.090
117 H -2.888 -0.998 -3.510  C107 1.090
118 H -2.400 -2.580 -5.481  N108 1.010
119 H -1.628 -3.957 -5.241  N108 1.010
120 N 2.426 -3.283 -2.537  C121 1.300, H124 1.010, H125 1.010
121 C 1.857 -4.083 -1.685  N120 1.300, N122 1.324, O123 1.220
122 N 2.268 -5.324 -1.896  C121 1.324, H126 1.010, H127 1.010
123 O 0.895 -3.810 -0.986  C121 1.220
124 H 3.093 -3.574 -3.237  N120 1.010
125 H 1.936 -2.399 -2.562  N120 1.010
126 H 2.702 -5.666 -2.742  N122 1.010
127 H 1.764 -6.058 -1.419  N122 1.010
128 N 6.375 0.787 -2.200  C129 1.283, H132 1.010, H133 1.010
129 C 5.129 1.005 -1.989  N128 1.283, N130 1.308, O131 1.180
130 N 4.295 0.551 -2.888  C129 1.308, H134 1.010, H135 1.010
131 O 4.698 1.812 -1.242  C129 1.180
132 H 7.087 1.333 -1.736  N128 1.010
133 H 6.692 0.047 -2.811  N128 1.010
134 H 4.695 -0.279 -3.302  N130 1.010
135 H 3.305 0.688 -2.746  N130 1.010
136 N 2.200 1.298 1.573  C137 1.325, H140 1.010, H141 1.010
137 C 2.939 2.116 2.308  N136 1.325, N138 1.279, O139 1.209
138 N 3.526 2.980 1.571  C137 1.279, H142 1.010, H143 1.010
139 O 3.038 2.086 3.513  C137 1.209
140 H 2.167 1.565 0.600  N136 1.010
141 H 1.535 0.740 2.089  N136 1.010
142 H 3.419 2.746 0.595  N138 1.010
143 H 4.000 3.833 1.834  N138 1.010
144 N 0.220 0.871 -0.859  C145 1.245, H148 1.010, H149 1.010
145 C 0.669 -0.231 -1.225  N144 1.245, N146 1.359, O147 1.276
146 N -0.080 -1.207 -0.647  C145 1.359, H150 1.010, H151 1.010
147 O 1.576 -0.464 -2.092  C145 1.276
148 H -0.448 0.965 -0.107  N144 1.010
149 H 0.723 1.683 -1.189  N144 1.010
150 H 0.088 -2.148 -0.976  N146 1.010
151 H -0.753 -1.014 0.080  N146 1.010